# 1
This record from OMol25 describes a molecular structure, C24H44F3N5O14 at a distorted geometry. The level of theory is ωB97M-V/def2-TZVPD.

Its charge is 0. The LUMO energy is -0.0038 Eh.

Last column: Löwdin charge in e.
Positions of all 90 atoms, in Å:
1 C -21.42 -11.62 -5.38  0.0035
2 C -20.38 -11.08 -4.46  -0.5618
3 O -20.06 -11.61 -3.38  0.0111
4 N -19.62 -10.14 -4.92  -0.0209
5 C -18.42 -9.54 -4.31  0.0142
6 H -21.56 -11.04 -6.30  0.0584
7 H -22.35 -11.67 -4.82  0.0895
8 H -21.31 -12.67 -5.65  0.1027
9 H -20.08 -9.72 -5.72  0.0277
10 H -18.35 -9.80 -3.25  0.0973
11 H -18.36 -8.48 -4.56  0.0727
12 H -17.62 -9.99 -4.89  0.0962
13 C -20.73 -9.10 -9.49  -0.0144
14 C -20.29 -8.87 -7.99  -0.3810
15 O -20.12 -9.83 -7.21  0.0334
16 N -20.01 -7.56 -7.68  0.0967
17 C -19.56 -7.05 -6.40  -0.2489
18 H -21.76 -8.72 -9.50  0.0424
19 H -20.69 -10.18 -9.62  0.0671
20 H -20.06 -8.72 -10.26  0.0945
21 H -20.23 -6.85 -8.37  0.1135
22 H -20.38 -6.41 -6.09  0.0918
23 H -18.72 -6.38 -6.59  0.1271
24 H -19.27 -7.83 -5.70  0.0539
25 C -19.09 -4.82 -5.52  0.0357
26 C -19.82 -5.87 -4.72  -0.5079
27 O -19.47 -7.01 -4.80  -0.1251
28 N -20.71 -5.34 -3.86  0.1309
29 C -21.47 -6.09 -2.83  -0.0684
30 H -19.28 -5.08 -6.57  0.0864
31 H -18.08 -4.83 -5.11  0.1263
32 H -19.49 -3.81 -5.42  0.1015
33 H -20.94 -4.37 -3.98  0.1457
34 H -21.08 -5.75 -1.87  0.1446
35 H -21.31 -7.16 -2.94  0.0463
36 H -22.50 -5.74 -2.87  0.1317
37 C -25.58 -9.68 -6.69  -0.0454
38 C -24.81 -9.69 -7.98  -0.5291
39 O -25.11 -9.03 -8.93  0.0595
40 N -23.70 -10.50 -7.97  0.0433
41 C -22.83 -10.70 -9.16  -0.0634
42 H -26.15 -10.60 -6.57  0.1205
43 H -26.27 -8.85 -6.53  0.0557
44 H -24.78 -9.48 -5.97  0.0308
45 H -23.38 -10.99 -7.15  0.1109
46 H -23.03 -11.65 -9.65  0.0934
47 H -21.77 -10.77 -8.90  0.0350
48 H -22.98 -9.86 -9.83  0.0762
49 C -28.08 -9.93 -5.22  0.0080
50 C -27.55 -8.50 -5.28  -0.5604
51 O -28.38 -7.56 -5.39  0.0218
52 N -26.26 -8.39 -5.17  -0.0685
53 C -25.59 -7.12 -5.33  0.0004
54 H -29.15 -9.99 -5.03  0.0865
55 H -27.54 -10.48 -4.45  0.0945
56 H -28.06 -10.30 -6.24  0.0828
57 H -25.80 -9.27 -5.01  0.0910
58 H -25.68 -6.80 -6.37  0.1058
59 H -24.55 -7.21 -5.01  0.0089
60 H -25.97 -6.27 -4.75  0.1177
61 C -22.42 -7.29 -4.78  0.0147
62 C -21.30 -8.31 -4.77  -0.2123
63 O -21.98 -9.46 -5.33  0.0317
64 C -23.28 -9.32 -5.03  -0.5547
65 O -24.10 -10.25 -4.77  0.0837
66 O -23.61 -8.11 -4.89  0.0283
67 F -20.94 -8.67 -3.51  0.0213
68 H -22.36 -6.57 -5.59  0.1000
69 H -22.44 -6.67 -3.89  0.0681
70 H -20.37 -8.13 -5.31  0.0762
71 C -22.68 -6.20 -8.66  -0.0518
72 C -23.58 -7.03 -7.77  -0.1998
73 O -23.66 -6.27 -6.51  0.0131
74 C -22.77 -5.30 -6.63  -0.5171
75 O -22.59 -4.49 -5.72  0.1520
76 O -21.97 -5.44 -7.74  0.0713
77 F -23.05 -8.25 -7.53  0.0969
78 H -23.30 -5.69 -9.41  0.1595
79 H -21.87 -6.77 -9.10  0.1111
80 H -24.58 -7.00 -8.19  0.1652
81 C -22.84 -8.95 -0.62  -0.0269
82 C -22.59 -8.21 -1.94  -0.3344
83 O -23.42 -7.08 -1.85  0.0912
84 C -23.94 -6.90 -0.65  -0.4300
85 O -24.75 -6.02 -0.32  0.1456
86 O -23.36 -7.90 0.17  0.0503
87 F -22.94 -9.02 -2.89  0.1355
88 H -21.92 -9.25 -0.13  0.1429
89 H -23.39 -9.89 -0.64  0.1492
90 H -21.56 -7.87 -2.08  0.1286

=====

# 2
This record from OMol25 describes a single C8H14N2O5 molecule. The level of theory is ωB97M-V/def2-TZVPD.

Its energy above the lowest of the compared OMol25 structures with the same formula, charge and spin is 578.6 kJ/mol. Its charge is 0. As for the SMILES: COC1(OC)C(=N/O)/C(=N\O)CC[C@H]1O. The LUMO energy is 0.0273 Eh.

Last column: natural (NBO) charge in e.
Positions of all 29 atoms, in Å:
1 C -1.43 2.40 0.27  -0.2548
2 O -0.73 1.42 1.01  -0.5463
3 C 0.16 0.60 0.30  0.4999
4 O 1.21 1.33 -0.31  -0.5551
5 C 1.92 2.23 0.52  -0.2676
6 C -0.48 -0.19 -0.84  0.0492
7 N -1.00 0.52 -1.76  -0.0352
8 O -1.62 0.00 -2.83  -0.5214
9 C -0.39 -1.66 -0.73  0.1827
10 N -0.06 -2.50 -1.63  -0.1306
11 O 0.25 -1.99 -2.90  -0.5939
12 C -0.75 -2.26 0.60  -0.4369
13 C -0.36 -1.36 1.77  -0.4201
14 C 0.74 -0.39 1.34  0.0635
15 O 1.83 -1.09 0.79  -0.7195
16 H -2.29 1.97 -0.24  0.1896
17 H -1.76 3.14 1.00  0.1862
18 H -0.79 2.87 -0.48  0.1929
19 H 1.24 2.75 1.20  0.1905
20 H 2.39 2.94 -0.15  0.2001
21 H 2.69 1.71 1.11  0.1722
22 H -1.36 -0.93 -2.99  0.4727
23 H 0.61 -2.76 -3.38  0.4927
24 H -0.26 -3.23 0.66  0.2404
25 H -1.83 -2.44 0.61  0.2265
26 H -1.20 -0.76 2.12  0.2292
27 H 0.00 -1.97 2.60  0.2246
28 H 1.06 0.20 2.22  0.1829
29 H 2.22 -0.53 0.11  0.4856

=====

# 3
This record from OMol25 describes a molecular structure, C26H46OP2Y at a distorted geometry. The level of theory is ωB97M-V/def2-TZVPD.

Its charge is +1. The LUMO energy is -0.1312 Eh.

Last column: Löwdin charge in e.
Positions of all 76 atoms, in Å:
1 Y 0.46 0.35 -1.06  1.6012
2 C 2.21 -1.32 0.11  -0.2521
3 C 0.91 -1.90 0.27  -0.2561
4 C 1.29 -1.61 -2.00  -0.3641
5 C 2.45 -1.12 -1.28  -0.3068
6 C 0.34 -2.09 -1.03  -0.3154
7 C 3.20 -1.06 1.20  -0.0209
8 H 2.91 -1.61 2.10  0.0852
9 H 3.25 0.01 1.45  0.0606
10 H 4.22 -1.38 0.94  0.1006
11 C 3.68 -0.50 -1.87  -0.0275
12 H 4.39 -0.17 -1.11  0.0860
13 H 3.45 0.37 -2.51  0.0824
14 H 4.23 -1.22 -2.50  0.1008
15 C 1.04 -1.35 -3.44  -0.0442
16 H 1.67 -2.01 -4.07  0.1091
17 H 1.28 -0.31 -3.76  0.0903
18 H 0.00 -1.54 -3.74  0.0852
19 C -1.07 -2.55 -1.28  -0.0344
20 H -1.09 -3.60 -1.61  0.1050
21 H -1.60 -1.95 -2.04  0.0800
22 H -1.68 -2.47 -0.35  0.0766
23 C 0.25 -2.26 1.56  -0.0328
24 H 0.20 -3.36 1.73  0.1105
25 H -0.79 -1.90 1.57  0.0556
26 H 0.77 -1.81 2.41  0.0756
27 C -1.04 2.43 2.38  -0.1080
28 C -0.64 1.29 2.95  -0.1105
29 C -1.46 0.24 3.60  -0.1699
30 C -2.97 0.18 3.22  -0.1835
31 C -3.20 -0.17 1.79  -0.0960
32 C -2.96 0.59 0.71  -0.1233
33 C -2.86 2.07 0.63  -0.2106
34 C -2.38 2.81 1.91  -0.2067
35 H -1.43 0.36 4.70  0.1292
36 H -3.48 1.10 3.50  0.0975
37 H -1.02 -0.75 3.38  0.0841
38 H -3.12 2.69 2.70  0.0711
39 H -0.29 3.17 2.11  0.0976
40 H 0.45 1.11 2.96  0.1027
41 H -2.35 3.89 1.67  0.1089
42 H -2.18 2.36 -0.18  0.0983
43 H -2.88 0.10 -0.28  0.0908
44 H -3.85 2.50 0.32  0.0133
45 H -3.42 -0.63 3.82  0.1199
46 H -3.54 -1.20 1.64  0.1111
47 P -5.75 3.64 0.24  0.8058
48 P -7.57 2.59 -1.89  0.7768
49 C -7.47 4.40 0.27  -0.4279
50 C -8.15 4.19 -1.08  -0.4563
51 H -7.35 5.47 0.50  0.0740
52 H -8.03 3.93 1.08  0.0754
53 H -9.24 4.14 -0.95  0.0759
54 H -7.91 5.02 -1.77  0.0775
55 C -8.57 2.93 -3.39  -0.3433
56 H -8.56 2.05 -4.04  0.0302
57 H -8.15 3.78 -3.94  0.0336
58 H -9.61 3.16 -3.13  0.0393
59 C -8.81 1.52 -1.06  -0.3165
60 H -9.79 2.00 -1.05  0.0386
61 H -8.51 1.28 -0.03  0.0269
62 H -8.89 0.58 -1.62  0.0342
63 C -4.84 5.23 0.14  -0.2833
64 H -3.77 5.10 0.31  0.0166
65 H -5.26 5.94 0.87  0.0408
66 H -4.98 5.63 -0.87  0.0452
67 C -5.78 3.22 2.04  -0.2785
68 H -6.56 2.48 2.21  0.0453
69 H -6.00 4.12 2.62  0.0527
70 H -4.84 2.79 2.37  -0.0128
71 C 2.88 2.72 0.66  -0.0576
72 C 1.82 1.97 -0.08  -0.3316
73 O 1.46 2.24 -1.27  -0.1900
74 H 3.58 1.95 1.01  0.0614
75 H 2.46 3.19 1.56  0.0881
76 H 3.44 3.46 0.08  0.0932

=====

# 4
This record from OMol25 describes 2 unconnected molecules or ions with the total composition C4H5NOS2 at a distorted geometry. The level of theory is ωB97M-V/def2-TZVPD.

Its energy above the lowest of the compared OMol25 structures with the same formula, charge and spin is 310.9 kJ/mol. Its charge is 0. As for the SMILES: C=CC=S.O=C=NS. The LUMO energy (spin up / spin down) is -0.0424 / -0.0424 Eh.

Last column: natural (NBO) charge in e.
Positions of all 13 atoms, in Å:
1 C 0.95 0.75 -1.32  -0.2953
2 C 1.02 -0.61 -1.10  -0.2874
3 C 1.83 -1.30 -0.10  -0.3101
4 S 2.33 -0.37 1.14  0.0650
5 H 1.72 1.34 -0.72  0.2027
6 H 0.38 1.33 -1.99  0.2118
7 H 0.37 -1.13 -1.64  0.1935
8 H 1.58 -2.39 0.00  0.2202
9 O -2.55 1.95 -0.61  -0.4980
10 C -2.28 1.20 0.23  0.8499
11 N -2.05 0.73 1.30  -0.7198
12 S -1.12 -0.45 2.04  0.2352
13 H -2.18 -1.05 2.78  0.1323

=====

# 5
This record from OMol25 describes 3 unconnected molecules or ions with the total composition C3H14N2O2 at a distorted geometry. The level of theory is ωB97M-V/def2-TZVPD.

Its energy above the lowest of the compared OMol25 structures with the same formula, charge and spin is 86.6 kJ/mol. The multiplicity is 2. Its charge is +1. The LUMO energy (spin up / spin down) is -0.1138 / -0.3189 Eh.

Last column: Mulliken spin population.
Positions of all 21 atoms, in Å:
1 N 0.25 -1.78 1.61  0.7615
2 C 0.68 -1.73 0.25  0.0343
3 C -0.29 -0.87 -0.69  0.1049
4 C 0.42 -0.35 -1.90  0.0240
5 N -0.13 0.96 -2.18  0.0290
6 H 0.49 -0.98 2.23  -0.0144
7 H -0.75 -1.74 1.87  -0.0141
8 H 1.64 -1.23 0.33  -0.0059
9 H 0.83 -2.70 -0.19  0.0466
10 H -0.69 -0.12 -0.01  0.0023
11 H -1.10 -1.57 -0.91  0.0001
12 H 1.50 -0.25 -1.78  0.0108
13 H 0.40 -1.10 -2.72  0.0127
14 H -1.12 0.99 -2.42  -0.0023
15 H 0.34 1.38 -2.98  0.0041
16 H -0.89 1.67 3.26  -0.0001
17 H -1.36 0.88 2.07  0.0003
18 O -1.01 0.77 2.96  0.0061
19 H 0.68 2.89 1.03  0.0002
20 H 0.15 2.08 -0.22  0.0001
21 O -0.04 2.80 0.38  0.0000

=====

# 6
This record from OMol25 describes a molecular structure, C9H19N7O2PdSe. The level of theory is ωB97M-V/def2-TZVPD.

The multiplicity is 3. Its charge is +2. The LUMO energy (spin up / spin down) is -0.2105 / -0.2771 Eh.

Last column: Mulliken spin population.
Positions of all 39 atoms, in Å:
1 Pd 0.20 0.06 0.81  0.8085
2 N -0.82 1.15 2.64  0.0596
3 N -0.12 2.34 2.87  -0.0029
4 C 0.79 2.84 1.99  0.0064
5 N 1.25 4.05 2.25  0.0010
6 N 1.12 2.04 0.96  0.0553
7 N 1.87 2.54 -0.08  -0.0032
8 O 2.33 3.66 -0.04  0.0029
9 O 2.01 1.77 -1.02  0.0010
10 H -1.81 1.34 2.56  -0.0075
11 H -0.67 0.52 3.43  -0.0072
12 H -0.38 2.89 3.67  0.0005
13 H 0.88 4.58 3.02  0.0008
14 H 1.91 4.48 1.61  -0.0005
15 N 3.89 -1.32 -2.61  0.0003
16 C 3.65 -2.34 -1.53  0.0063
17 C 2.32 -2.08 -0.82  -0.0096
18 N 2.29 -0.87 0.00  0.0801
19 H 4.79 -1.47 -3.07  -0.0002
20 H 3.89 -0.36 -2.24  0.0009
21 H 3.17 -1.36 -3.33  -0.0001
22 H 4.50 -2.28 -0.85  0.0011
23 H 3.66 -3.32 -2.01  0.0002
24 H 2.10 -2.95 -0.20  -0.0031
25 H 1.51 -2.03 -1.56  0.0012
26 H 2.40 -0.01 -0.54  -0.0222
27 H 2.97 -0.90 0.75  -0.0043
28 Se -1.12 -1.83 0.07  0.8493
29 C -2.88 -1.36 -0.28  0.0074
30 C -3.35 -0.05 -0.11  0.0627
31 C -4.67 0.24 -0.39  -0.0355
32 C -5.52 -0.76 -0.84  0.1175
33 C -5.06 -2.06 -1.02  -0.0422
34 C -3.74 -2.37 -0.75  0.0892
35 H -2.66 0.72 0.22  -0.0118
36 H -5.04 1.25 -0.27  0.0003
37 H -6.56 -0.53 -1.05  0.0042
38 H -5.73 -2.83 -1.37  -0.0005
39 H -3.37 -3.37 -0.88  -0.0059

=====

Calculated energy, -69842.246 -21736.603 -49368.549 -29433.872 -10403.998 -92975.020 eV (same order as the records).